1) 11
Properties=species:S:1:pos:R:3 method="wB97M-V/def2-TZVPD" charge=0 lumo_ha=0.0236 smiles="O=C1NOCON1" gap_ev=10.7
O -1.24 0.29 0.30
O 0.57 -0.73 1.23
O 0.43 -0.48 -2.25
N -0.50 0.98 -0.87
N 1.03 -0.65 -0.12
C -0.24 0.32 1.29
C 0.38 -0.06 -1.13
H -1.29 0.34 -1.59
H -0.82 -0.09 2.25
H 1.64 -1.53 -0.36
H 0.03 1.60 1.25

2) 11
Properties=species:S:1:pos:R:3 method="wB97M-V/def2-TZVPD" charge=0 lumo_ha=0.0286 smiles="O=C1NOCON1" gap_ev=10.5
O 0.61 -1.10 0.34
O 0.68 0.96 -0.48
O -2.57 0.03 -0.01
N -0.63 -1.03 -0.38
N -0.46 1.08 0.35
C 1.43 -0.01 0.03
C -1.34 0.04 0.02
H 2.11 -0.23 -0.79
H -0.79 2.03 0.24
H 2.04 0.11 0.96
H -1.09 -1.88 -0.26

3) 11
Properties=species:S:1:pos:R:3 method="wB97M-V/def2-TZVPD" charge=0 lumo_ha=-0.0135 smiles="NNC(=O)C(=O)O" gap_ev=9.9
O -0.31 -2.57 -1.01
O -1.54 -0.73 -0.61
O 1.97 -0.95 -0.79
N -0.38 1.23 0.74
N 0.65 0.29 0.77
C -0.42 -1.43 -0.63
C 0.83 -0.58 -0.37
H -0.44 1.46 1.69
H -0.53 2.07 0.16
H -1.36 0.19 -0.32
H 1.52 1.03 0.39

Most stable = 3)

1) 17
Properties=species:S:1:pos:R:3 method="wB97M-V/def2-TZVPD" charge=0 lumo_ha="-0.0020 / 0.0162" gap_ev="7.9 / 8.0"
O 1.93 -1.09 0.87
O -0.11 -1.36 -1.06
O 0.91 -0.22 2.67
C 1.01 -0.30 1.47
C -0.15 -0.03 -0.78
C -0.59 0.80 -1.94
C -0.04 1.79 0.86
C 0.21 0.52 0.49
C -0.84 -1.90 -0.06
H -0.10 1.77 -1.94
H -1.82 -1.50 0.19
H -1.68 0.97 -1.92
H -0.47 -2.80 0.40
H 2.41 -1.55 1.58
H -0.64 2.46 0.25
H -0.37 0.26 -2.86
H 0.34 2.18 1.79

2) 17
Properties=species:S:1:pos:R:3 method="wB97M-V/def2-TZVPD" charge=0 lumo_ha=0.0208 smiles="CC1(C)CC(=O)C(=O)O1" gap_ev=10.2
O -0.69 2.21 -1.54
O -3.06 0.82 -0.25
O -1.34 -0.60 0.26
C -0.69 1.49 -0.54
C 0.80 -1.07 1.23
C 0.29 1.44 0.52
C 0.09 -0.36 0.09
C -1.90 0.55 -0.15
C 0.54 -0.91 -1.25
H 0.62 -2.15 1.17
H 0.42 -0.76 2.20
H -0.07 1.49 1.54
H 1.60 -0.74 -1.40
H 1.21 1.99 0.33
H 0.33 -1.99 -1.30
H 1.88 -0.91 1.18
H -0.02 -0.50 -2.09

Most stable = 2)

1) 10
Properties=species:S:1:pos:R:3 method="wB97M-V/def2-TZVPD" charge=0 lumo_ha="-0.0146 / -0.0146" gap_ev="7.6 / 7.6"
S -0.19 0.01 -2.38
C -1.11 0.36 0.27
C 0.90 -0.72 0.19
C 0.21 0.31 -0.35
C 1.69 -0.86 1.02
C 0.39 1.27 -1.60
H -1.05 1.09 1.08
H 2.37 -1.41 1.68
H -1.89 0.58 -0.60
H -1.29 -0.62 0.68

2) 10
Properties=species:S:1:pos:R:3 method="wB97M-V/def2-TZVPD" charge=0 lumo_ha=0.0148 smiles=C#CC#CCS gap_ev=9.3
S -2.57 -0.80 -0.19
C 1.02 0.29 0.13
C 2.25 -0.14 -0.05
C -1.66 0.67 -0.13
C 3.32 -0.80 -0.23
C -0.21 0.42 -0.15
H 4.19 -1.16 -0.24
H -2.61 -1.27 1.31
H -1.73 1.46 0.61
H -1.99 1.32 -1.06

3) 10
Properties=species:S:1:pos:R:3 method="wB97M-V/def2-TZVPD" charge=0 lumo_ha=0.0123 smiles=C#CC#CCS gap_ev=9.5
S 2.23 -0.87 -0.04
C 0.15 0.54 0.01
C -3.46 -0.64 0.03
C -2.33 -0.16 -0.17
C -0.99 0.06 -0.20
C 1.54 0.70 0.05
H 1.84 1.31 -0.78
H -4.34 -1.26 0.39
H 1.79 0.99 0.98
H 3.57 -0.67 -0.28

Most stable = 3)